No. 1
ORCA calculation (wB97M-V/def2-TZVPD) on 3 unconnected molecules or ions with the total composition C3H6N2O2S2.

Atoms and positions in Å:
C 0.909 1.188 -1.141
C 1.662 2.324 -1.069
C 2.793 0.203 -0.648
N 1.540 0.026 -0.935
N -2.127 -2.153 1.819
O -2.856 -0.558 -0.509
O -1.750 1.079 0.762
S 3.281 1.888 -0.719
S -1.648 -0.266 0.240
H -0.123 1.052 -1.411
H 1.361 3.309 -1.034
H 3.482 -0.673 -0.386
H -2.835 -2.162 1.179
H -2.318 -2.719 2.587
H -1.372 -2.538 1.265

* molecular weight: 166.2 Da
* maximum force: 3.35 eV Å⁻¹
* energy above the lowest of the compared OMol25 structures with the same formula, charge and spin: 18.81 kJ/mol
* HOMO-LUMO gap: 9.17 eV

---

No. 2
ORCA calculation (wB97M-V/def2-TZVPD) on a molecular structure, C3H6N2O3.

Atoms and positions in Å:
C -0.214 -0.346 1.020
C -0.930 0.611 -1.079
C -0.502 1.182 -2.547
H 2.051 -0.402 3.138
H 1.393 -1.094 0.700
H -1.128 -0.195 2.827
H -0.708 1.704 -0.606
H -1.981 0.203 -0.798
H -1.284 2.251 -2.990
N 1.154 -0.426 1.473
N -1.383 -0.329 1.611
O 1.128 -1.007 2.761
O 0.077 -0.535 -0.545
O 0.437 0.808 -3.243

* molecular weight: 118.1 Da
* maximum force: 6.53 eV Å⁻¹
* energy above the lowest of the compared OMol25 structures with the same formula, charge and spin: 831.45 kJ/mol
* HOMO-LUMO gap: 10.43 eV

---

No. 3
ORCA calculation (wB97M-V/def2-TZVPD) on 2 unconnected molecules or ions with the total composition C3H6N2O4.

Atoms and positions in Å:
C -0.579 -0.596 1.218
C -0.806 -0.354 -1.347
C -0.732 0.205 0.014
N -0.759 1.594 0.132
N 2.553 -0.378 -0.075
O -0.867 2.250 -0.903
O 3.459 -0.122 -0.794
O -0.666 2.085 1.254
O 2.413 -0.841 1.014
H -0.948 -0.057 2.090
H 0.497 -0.783 1.414
H -1.050 -1.570 1.116
H -0.565 -1.413 -1.354
H -0.142 0.193 -2.018
H -1.807 -0.212 -1.761

* molecular weight: 134.1 Da
* maximum force: 1.05 eV Å⁻¹
* energy above the lowest of the compared OMol25 structures with the same formula, charge and spin: 891.60 kJ/mol
* HOMO-LUMO gap (alpha / beta): 6.89 / 9.10 eV

---

No. 4
ORCA calculation (wB97M-V/def2-TZVPD) on C3H6N2OS in the gas phase.

Atoms and positions in Å:
C 1.594 0.701 -0.013
C 0.713 -0.551 0.021
C -1.297 0.926 -0.001
H 2.629 0.383 -0.018
H 1.379 1.297 -0.880
H 1.498 1.287 0.945
H 0.566 -2.491 0.006
H -2.851 -0.861 -0.010
H -0.553 1.795 -0.043
N 1.245 -1.683 -0.005
N -0.694 -0.264 -0.011
O -2.466 1.145 0.009
S -1.764 -1.683 0.001

* molecular weight: 118.2 Da
* maximum force: 3.77 eV Å⁻¹
* energy above the lowest of the compared OMol25 structures with the same formula, charge and spin: 169.99 kJ/mol
* HOMO-LUMO gap: 9.93 eV

---

No. 5
ORCA calculation (wB97M-V/def2-TZVPD) on C3H6N2OS in the gas phase.

Atoms and positions in Å:
C 0.668 1.104 0.118
C -0.140 -0.109 -0.058
C -1.634 -0.109 -0.094
H 1.359 0.993 0.957
H 0.077 2.024 0.326
H 1.330 1.285 -0.793
H 1.893 -2.427 -0.229
H 2.162 -0.747 -0.422
H -3.067 1.070 0.044
N 0.352 -1.316 -0.005
N 1.691 -1.469 0.111
O -2.081 1.133 -0.025
S -2.611 -1.431 0.071

* molecular weight: 118.2 Da
* maximum force: 2.55 eV Å⁻¹
* energy above the lowest of the compared OMol25 structures with the same formula, charge and spin: 226.17 kJ/mol
* HOMO-LUMO gap: 8.54 eV

---

No. 6
ORCA calculation (wB97M-V/def2-TZVPD) on C3H6N2OS in the gas phase.

Atoms and positions in Å:
C 1.456 1.439 0.023
C 1.350 -0.082 -0.043
C -1.216 -0.280 0.027
H 2.450 1.773 -0.147
H 0.747 1.917 -0.642
H 1.118 1.813 1.013
H 0.265 -1.738 -0.074
H -3.034 -1.012 -0.163
H -1.866 -2.287 0.184
N 0.109 -0.732 0.042
N -2.073 -1.303 -0.037
O 2.347 -0.780 -0.114
S -1.653 1.274 -0.070

* molecular weight: 118.2 Da
* maximum force: 2.36 eV Å⁻¹
* energy above the lowest of the compared OMol25 structures with the same formula, charge and spin: 35.74 kJ/mol
* HOMO-LUMO gap: 9.41 eV

---

No. 7
ORCA calculation (wB97M-V/def2-TZVPD) on C3H6N2OS in the gas phase.

Atoms and positions in Å:
C 0.916 0.035 -1.949
C -0.057 -0.585 -0.037
C -0.639 -0.350 2.038
H 1.201 -0.381 -2.878
H 0.089 0.819 -2.374
H 1.874 0.597 -1.421
H -0.678 1.617 -0.421
H 0.198 0.011 2.618
H -1.170 -1.025 2.737
N 0.527 -1.068 -0.995
N -0.528 0.753 0.187
O -0.084 -1.244 1.187
S -1.650 0.822 1.307

* molecular weight: 118.2 Da
* maximum force: 6.68 eV Å⁻¹
* energy above the lowest of the compared OMol25 structures with the same formula, charge and spin: 422.11 kJ/mol
* HOMO-LUMO gap: 8.67 eV

---

No. 8
ORCA calculation (wB97M-V/def2-TZVPD) on C3H6N2OS in the gas phase.

Atoms and positions in Å:
C -1.830 -0.030 0.168
C 1.602 -0.847 0.489
C 0.246 1.023 -0.726
H -2.287 -1.017 0.023
H -1.883 0.382 1.338
H -2.641 0.640 -0.422
H 2.533 -1.513 0.683
H 0.939 -0.517 1.351
H -0.286 2.056 -0.853
N -0.542 -0.050 -0.516
N 1.465 1.249 -0.580
O 2.226 0.185 -0.157
S 0.458 -1.563 -0.798

* molecular weight: 118.2 Da
* maximum force: 5.40 eV Å⁻¹
* energy above the lowest of the compared OMol25 structures with the same formula, charge and spin: 497.42 kJ/mol
* HOMO-LUMO gap: 9.27 eV

---

> Which of these has the highest molecular weight?

C3H6N2O2S2

---

> maximum force of number 7 (C3H6N2OS)?

6.68 eV Å⁻¹

---

> The highest maximum force belongs to which entry?

number 7